C13H38ClN12O10S | ωB97M-V/def2-TZVPD

Last column: Mulliken charge in e.
Geometry (Å):
Cl 2.027 2.259 3.495  -0.311
S 0.028 5.552 -0.012  1.162
O -0.041 0.007 -1.819  0.099
O -0.438 -8.927 -1.307  -0.654
O -4.885 0.453 0.167  -0.643
O -0.495 -4.668 -0.604  -0.823
O -3.126 -1.483 -4.284  -0.708
O -0.631 6.820 -0.007  -0.682
O -0.144 4.688 1.113  -0.512
O 1.599 5.864 -0.130  -0.509
O 1.493 5.453 8.254  -0.662
O 4.261 0.458 -0.467  -0.579
N -1.399 -2.167 -2.998  -0.152
N -2.464 -4.414 0.495  -0.387
N 0.449 -7.286 -0.013  -0.244
N 6.500 0.157 -0.254  -0.412
N -3.078 -3.640 -3.568  -0.368
N 1.354 6.466 6.228  -0.353
N 5.158 -1.498 -1.165  -0.382
N -0.720 -2.954 0.859  -0.329
N -6.548 0.627 -1.362  -0.398
N 1.293 -9.439 0.063  -0.382
N -4.385 0.225 -2.050  -0.149
N 1.540 4.175 6.376  -0.226
C 0.377 -8.562 -0.475  0.624
C 0.902 1.339 1.137  -0.688
C -1.302 3.560 -1.462  -0.487
C 1.465 5.365 7.036  0.587
C -0.374 1.226 -1.084  -1.124
C -5.226 0.436 -1.001  0.589
C -0.786 2.255 -2.108  -0.911
C -1.182 -4.049 0.211  0.777
C 0.874 1.679 -0.358  1.256
C -2.562 -2.368 -3.655  0.708
C 2.226 1.763 1.782  -0.320
C -0.299 4.713 -1.558  -0.926
C 5.240 -0.246 -0.617  0.551
H -2.838 -5.210 0.015  0.224
H 2.046 5.011 -0.205  0.376
H 1.264 -10.386 -0.259  0.221
H -0.970 -1.249 -3.027  0.182
H 1.317 6.414 5.227  0.180
H 1.528 4.096 5.376  0.161
H -3.942 -3.821 -4.042  0.204
H 1.612 3.343 6.929  0.148
H 1.029 2.767 -0.428  -0.926
H 1.291 7.359 6.676  0.191
H 7.318 -0.408 -0.370  0.152
H -0.581 5.497 -2.255  0.429
H 2.605 2.639 1.257  0.190
H 4.248 -1.813 -1.447  0.219
H -0.943 -2.883 -2.459  0.059
H 0.087 1.862 1.633  0.371
H 0.763 0.266 1.270  0.070
H 1.975 -9.173 0.747  0.157
H -4.685 0.169 -3.004  0.168
H -3.046 -3.916 1.142  0.174
H 1.768 1.211 -0.812  0.125
H -1.595 1.847 -2.713  0.227
H -2.627 -4.379 -3.062  0.162
H 0.062 2.499 -2.798  0.360
H 0.204 -2.634 0.632  0.141
H 5.949 -2.097 -1.304  0.151
H 6.587 1.070 0.151  0.220
H 0.856 0.091 -2.202  0.036
H 2.968 0.977 1.701  0.360
H -1.553 3.325 -0.428  0.425
H -7.203 0.788 -0.623  0.218
H -1.274 -2.410 1.494  0.167
H -3.406 0.088 -1.844  0.013
H 0.664 4.310 -1.872  0.474
H -0.196 -6.599 -0.383  0.164
H -6.867 0.620 -2.311  0.154
H -2.231 3.879 -1.935  0.463
H 1.115 -6.989 0.673  0.157

The spin multiplicity is 1. The calculation puts the orbital gap at 4.323 eV. As for the energy: -2786.22311 a.u. The calculation puts the HOMO energy at -2.32 eV. The total charge is -1.


C27H36Br2CuGeIN3OSe | ωB97M-V/def2-TZVPD

Last column: Löwdin spin population.
Geometry (Å):
I 3.760 -2.104 4.057  0.000
Br -0.481 -0.511 5.715  0.000
Br -4.427 -5.303 0.706  0.000
Se -2.445 0.239 0.253  0.000
Ge -3.449 3.326 0.414  0.000
Cu 0.986 -1.622 -0.667  0.101
O 3.079 -1.885 0.327  0.007
N 2.551 -3.845 1.268  0.000
N 0.414 -1.160 1.217  0.001
N -0.232 -3.452 -0.011  0.002
C -2.340 0.242 -1.687  0.012
C -5.019 4.408 0.843  0.000
C -3.975 1.441 0.431  0.000
C 4.483 -2.599 2.110  0.000
C 3.325 -2.740 1.152  0.001
C 1.084 -0.995 -2.467  0.629
C -2.076 3.584 1.772  0.000
C 2.300 1.048 -1.741  0.011
C 3.477 1.221 -1.021  0.002
C 3.450 -0.702 -3.172  0.046
C 3.575 2.165 -0.002  0.002
C 1.216 1.864 -1.396  0.009
C -2.237 -3.602 1.291  0.000
C 1.720 0.789 -4.148  0.011
C -2.778 3.839 -1.342  0.000
C -0.402 -1.986 1.875  0.000
C 0.961 -0.135 1.870  0.000
C -2.719 -4.566 0.423  -0.001
C -1.960 -4.965 -0.665  0.000
C -0.712 -1.829 3.216  0.000
C 2.133 0.030 -2.876  0.081
C -0.978 -3.081 1.034  -0.001
C 0.712 0.106 3.211  0.000
C -0.721 -4.367 -0.842  0.000
C 1.307 2.813 -0.394  0.002
C 2.496 2.973 0.313  0.002
C -0.134 -0.761 3.881  0.000
H 4.241 -0.017 -3.486  0.008
H 4.507 2.273 0.537  0.000
H 1.708 0.099 -4.994  0.000
H -1.696 4.605 1.756  0.000
H -3.207 -0.264 -2.106  0.000
H -2.597 4.914 -1.362  0.000
H 2.573 3.717 1.096  0.000
H -4.761 5.465 0.893  0.000
H -1.421 -0.286 -1.950  0.012
H 2.668 -4.485 2.034  0.000
H 0.281 1.734 -1.926  0.005
H -1.250 2.894 1.595  0.000
H 4.339 0.611 -1.247  0.000
H -2.484 3.386 2.764  0.000
H -2.323 -5.701 -1.366  0.000
H -1.359 -2.522 3.732  0.000
H 0.718 1.209 -4.052  0.002
H -2.836 -3.242 2.113  0.000
H -1.843 3.334 -1.578  0.000
H -5.437 4.114 1.805  0.000
H 0.448 3.429 -0.155  0.000
H 3.279 -1.412 -3.982  0.004
H 1.176 0.943 3.711  0.000
H -5.788 4.281 0.082  0.000
H 1.702 -3.880 0.709  0.001
H 2.410 1.603 -4.381  0.001
H 3.788 -1.264 -2.300  0.002
H 1.602 0.512 1.290  0.000
H -0.102 -4.613 -1.695  0.001
H 5.102 -1.770 1.787  0.000
H 5.064 -3.510 2.217  0.000
H -2.288 1.264 -2.057  0.000
H -4.685 1.195 -0.359  0.000
H -4.463 1.217 1.381  0.000
H -3.505 3.600 -2.117  0.000
H 0.494 -1.314 -3.334  0.045

The spin multiplicity is 2. The calculation puts the orbital gap (spin up / spin down) at 5.243 / 6.388 eV. As for the energy: -12854.46013 a.u. The calculation puts the HOMO energy (spin up / spin down) at -5.63 / -6.78 eV.


C4H4N2O | ωB97M-V/def2-TZVPD

Last column: Mulliken charge in e.
Geometry (Å):
O 2.201 -1.400 0.157  -0.544
N -0.061 -1.523 -0.120  -0.444
N -1.339 0.528 -0.034  -0.515
C -1.144 -0.843 -0.255  -0.064
C -0.139 1.282 -0.103  -0.187
C 1.050 0.671 -0.017  -0.255
C 1.149 -0.811 0.043  0.474
H -1.335 -0.191 0.947  0.379
H -2.096 -1.319 -0.471  0.406
H -0.254 2.365 -0.204  0.379
H 1.966 1.243 0.057  0.372

The spin multiplicity is 1. The calculation puts the orbital gap at 9.869 eV. As for the energy: -339.47441 a.u. The calculation puts the HOMO energy at -9.91 eV.


C22H54BF4N4O7 | ωB97M-V/def2-TZVPD

Last column: Mulliken charge in e.
Geometry (Å):
F -0.877 -0.755 -0.631  -0.496
F 0.228 0.243 1.080  -0.107
F 1.191 -1.421 -0.071  -0.559
F 0.985 0.571 -1.182  -0.694
O -3.323 -0.117 -0.390  -0.680
O 0.383 1.176 -3.744  -0.594
O 2.666 -0.964 2.454  -0.625
O 0.276 3.792 3.015  -0.519
O 2.399 2.129 2.692  -0.520
O 0.296 -3.806 1.172  -0.467
O -4.074 -2.725 -4.089  -0.527
N 1.532 -3.600 -4.857  -0.498
N 4.501 -1.145 -5.449  -0.358
N -1.490 -1.157 4.952  -0.514
N -2.709 4.379 -1.100  -0.563
C 0.035 2.517 5.128  -1.054
C -2.418 -1.012 -4.178  -1.113
C 0.857 -6.117 1.925  -1.618
C 2.394 -1.127 4.860  -1.219
C -0.761 2.855 -5.156  -1.706
C -0.536 2.252 -3.747  0.182
C 0.571 -3.388 -2.381  0.256
C 1.726 -1.409 3.499  0.631
C -3.113 -2.180 -4.911  -0.434
C -2.283 -1.195 2.488  0.302
C 3.469 3.762 1.321  -1.685
C -0.343 3.705 0.080  0.230
C -0.549 2.823 3.760  0.272
C 4.076 -0.963 -4.450  0.115
C 2.980 2.348 1.378  0.650
C 3.508 -0.576 -3.036  -0.344
C -4.632 1.687 0.328  -1.806
C -3.307 1.297 -0.256  1.104
C 1.290 -4.827 1.209  0.195
C -1.699 4.036 -0.699  0.235
C 1.108 -3.513 -3.783  0.077
C -1.854 -1.131 3.896  0.028
B 0.316 -0.294 -0.213  1.511
H 0.420 0.984 -2.695  0.317
H 2.521 -0.005 5.068  0.160
H 1.301 -3.885 -1.700  -0.023
H -1.199 2.146 -5.802  0.385
H 0.206 3.551 5.748  0.222
H 0.479 -2.209 -2.103  -0.365
H -3.119 -1.881 2.228  0.470
H -4.610 -1.871 -3.743  0.329
H 2.512 -0.398 -2.983  -0.194
H 2.315 -4.361 1.592  0.243
H -2.447 -0.434 -0.542  0.531
H -3.546 -1.972 -5.835  0.331
H 0.779 -0.989 3.242  -0.173
H 1.622 -2.500 3.452  0.233
H 2.139 1.375 2.643  0.107
H -1.588 3.098 3.654  0.584
H -0.509 3.030 0.990  -0.309
H 3.695 1.484 1.481  0.466
H -5.506 1.190 0.217  0.479
H -0.665 2.078 5.763  0.519
H 0.704 -3.002 0.868  0.269
H 3.610 -1.318 -2.292  0.368
H 2.377 2.181 0.485  -0.362
H -3.227 -0.274 -4.196  0.425
H -4.441 1.812 1.319  0.397
H 0.916 -5.815 2.938  0.368
H 0.317 4.478 0.343  0.594
H -2.150 -1.216 -3.223  0.455
H 4.046 3.828 2.274  0.280
H 1.448 -5.045 0.080  0.081
H 0.110 2.874 -0.503  -0.231
H 0.073 3.102 -5.706  0.437
H -2.353 -3.059 -5.121  0.204
H -1.570 1.931 -3.357  -0.072
H -0.516 1.843 3.224  -0.334
H 2.147 -1.092 1.728  0.107
H 4.062 3.805 0.562  0.642
H -2.780 -0.243 2.492  0.003
H -1.554 3.509 -5.114  0.475
H -1.553 -0.565 -4.649  0.376
H -0.323 2.900 -3.034  0.429
H -0.431 -3.974 -2.117  0.390
H -4.723 2.698 -0.015  0.440
H 3.990 0.254 -2.520  0.433
H 0.994 3.479 2.829  0.413
H 0.723 1.895 4.999  -0.036
H 1.653 -1.595 5.553  0.329
H 0.014 -6.421 1.571  0.455
H -3.098 1.878 -1.185  0.097
H 3.526 -1.364 5.038  0.311
H 1.601 -6.833 1.684  0.406
H -1.408 -1.313 1.808  -0.331
H 2.679 4.405 1.254  0.344
H -2.462 1.685 0.379  -0.560

The spin multiplicity is 1. The calculation puts the orbital gap at 10.074 eV. As for the energy: -2040.57594 a.u. The calculation puts the HOMO energy at -7.54 eV. The total charge is -1.


C3H9N3 | ωB97M-V/def2-TZVPD

Last column: Mulliken charge in e.
Geometry (Å):
N -0.791 -2.028 -0.274  -0.669
N 1.596 -0.114 1.140  -0.537
N 1.111 -0.446 -0.168  -0.175
C -0.360 -0.830 -0.296  0.353
C -1.230 1.518 0.017  -1.029
C -0.879 0.371 -0.930  -0.546
H -2.245 1.424 0.420  0.309
H 1.678 -1.167 -0.622  0.300
H -1.681 0.156 -1.635  0.269
H -0.077 -2.710 -0.023  0.233
H 1.453 -0.892 1.782  0.240
H 0.561 0.574 -0.905  0.411
H -1.149 2.483 -0.489  0.288
H 2.590 0.091 1.087  0.239
H -0.577 1.567 0.895  0.312

The spin multiplicity is 1. The calculation puts the orbital gap at 8.231 eV. As for the energy: -283.80920 a.u. The calculation puts the HOMO energy at -7.71 eV.